(1)
ORCA calculation (ωB97M-V/def2-TZVPD) on 2 unconnected molecules or ions with the total composition C16H17NO in a non-equilibrium geometry.

Positions of all 35 atoms, in Å:
1 C 0.161 -1.494 2.104
2 H -1.311 -4.422 5.134
3 H 1.892 -1.158 -3.979
4 C 0.141 0.902 -2.361
5 C -2.276 -1.271 2.189
6 C 1.730 2.711 -3.981
7 C 0.485 -3.295 3.411
8 H 1.060 5.262 -3.545
9 C 1.211 0.460 -3.176
10 H -3.137 0.028 0.853
11 H -0.918 2.604 -1.737
12 C 0.734 3.162 -3.081
13 H 1.663 4.635 -2.086
14 C 0.819 4.645 -2.804
15 H 1.279 -0.098 0.866
16 H -0.063 5.118 -2.139
17 C 0.290 -0.428 1.222
18 N 1.105 -2.391 2.609
19 H -0.895 1.139 0.235
20 H -2.570 -3.890 3.921
21 C -0.057 2.314 -2.399
22 C -1.820 -3.557 4.521
23 C -1.054 -1.855 2.731
24 O 1.532 -0.912 -3.082
25 H 2.176 3.197 -4.731
26 H 2.250 0.937 -4.978
27 C -0.924 0.262 0.889
28 H -0.211 0.337 -1.553
29 H 1.044 -3.974 4.046
30 H 2.015 -2.533 2.265
31 C 1.943 1.341 -4.044
32 H -3.135 -1.834 2.486
33 H -2.103 -2.764 5.283
34 C -2.242 -0.240 1.290
35 C -0.815 -2.938 3.620

Calculated values
SMILES: Cc1c[nH]c2ccccc12.Cc1ccc(O)cc1
Charge: 0
Orbital gap, eV: 8.49

(2)
ORCA calculation (ωB97M-V/def2-TZVPD) on 2 unconnected molecules or ions with the total composition C16H17NO in a non-equilibrium geometry.

Positions of all 35 atoms, in Å:
1 C 0.698 -0.399 -3.494
2 N -0.403 -1.431 0.768
3 H 1.023 1.686 3.367
4 H 3.720 1.049 -2.994
5 C -1.914 0.599 3.171
6 H -4.014 1.023 3.372
7 C -0.951 -0.125 2.442
8 O 0.135 -1.308 -4.378
9 C 2.051 1.154 -1.602
10 C -2.854 -1.035 1.056
11 H -1.708 1.204 4.064
12 C 0.480 -0.119 2.399
13 H -1.070 0.096 -2.436
14 H 1.700 -1.308 0.765
15 H 0.784 -2.053 -4.415
16 H -4.823 -0.787 1.959
17 H 2.029 2.744 -0.146
18 C -3.258 0.343 2.925
19 C 1.229 0.600 3.431
20 C 0.723 0.866 -1.457
21 H 0.162 1.107 -0.581
22 C 2.745 2.076 -0.635
23 C -0.001 0.257 -2.501
24 H 0.959 0.349 4.524
25 H 2.716 -0.664 -4.369
26 C 0.765 -0.931 1.300
27 H -3.251 -1.733 0.322
28 H 3.236 1.451 0.108
29 H -0.498 -2.021 -0.067
30 H 3.543 2.718 -0.978
31 C -1.512 -0.855 1.372
32 H 2.291 0.539 3.334
33 C 2.695 0.742 -2.776
34 C 2.070 -0.146 -3.629
35 C -3.787 -0.573 1.969

Calculated values
SMILES: Cc1c[nH]c2ccccc12.Cc1ccc(O)cc1
Charge: 0
Orbital gap, eV: 8.46

(3)
ORCA calculation (ωB97M-V/def2-TZVPD) on a molecular structure, C16H18BaBrN in a non-equilibrium geometry.

Positions of all 37 atoms, in Å:
1 C -1.624 2.556 -2.687
2 C 2.217 -2.553 1.577
3 C 2.268 1.416 -2.046
4 N -0.197 -2.066 1.183
5 H -3.271 3.160 0.171
6 H 0.728 -4.826 2.788
7 C -2.930 2.805 -0.799
8 Ba 0.959 0.374 0.998
9 H -3.466 -2.803 1.329
10 C -1.406 -2.664 1.432
11 C -3.264 1.551 -1.407
12 H 2.481 -2.172 0.572
13 H 1.398 3.439 -1.655
14 C 3.268 0.677 -1.350
15 H 2.559 -1.866 2.369
16 H -2.018 -4.567 2.407
17 C 2.002 2.604 -1.303
18 H 2.921 3.412 0.580
19 H 1.905 1.202 -3.056
20 H -1.466 4.394 -1.409
21 C 3.608 1.397 -0.163
22 H -2.745 -2.018 -0.103
23 H -0.910 2.738 -3.475
24 C 2.839 2.603 -0.147
25 C 0.184 -4.029 2.298
26 C 0.778 -2.883 1.697
27 C -2.427 1.386 -2.548
28 C -2.693 -2.100 0.995
29 H 2.802 -3.473 1.720
30 Br -0.248 1.614 3.452
31 H -3.980 0.836 -1.022
32 C -1.210 -3.894 2.125
33 H 3.717 -0.257 -1.669
34 C -1.947 3.442 -1.618
35 H -2.885 -1.111 1.444
36 H -2.378 0.513 -3.185
37 H 4.432 1.161 0.505

Calculated values
Charge: -2
Orbital gap, eV: 4.74

(4)
ORCA calculation (ωB97M-V/def2-TZVPD) on a molecular structure, C16H18Br2Cl2I2N2S2V.

Positions of all 45 atoms, in Å:
1 C 1.885 -0.438 3.157
2 H 4.175 -2.495 1.731
3 C -2.715 -2.768 2.245
4 Cl 2.316 1.266 -0.024
5 H -2.000 -2.440 3.003
6 S 1.541 -1.895 0.849
7 C -2.965 -1.639 1.234
8 N 6.948 -2.180 3.743
9 Cl 3.503 1.851 -2.670
10 H -3.645 -3.064 2.738
11 N 5.268 0.345 6.505
12 C 3.943 -0.481 4.449
13 C 1.072 -0.967 -2.778
14 C 3.744 -1.801 2.441
15 H -4.357 -0.645 2.573
16 I -3.833 1.250 -3.579
17 I -1.203 2.542 0.582
18 C 2.642 -0.039 4.253
19 H 1.725 -0.420 -3.442
20 H -2.697 -0.027 2.667
21 H 1.502 -1.087 -1.791
22 C -2.728 2.979 -0.783
23 H 4.385 2.207 -0.529
24 H 2.203 0.645 4.967
25 V -0.230 -0.230 0.664
26 C -1.689 -1.342 0.486
27 Br -0.615 -0.028 -2.659
28 S 0.253 0.171 2.929
29 H -1.540 -2.052 -0.344
30 C 5.859 -1.823 3.652
31 H -4.232 -1.290 -0.499
32 C 2.440 -1.351 2.228
33 H -3.716 0.392 1.284
34 C -4.043 -2.077 0.235
35 C 4.687 -0.027 5.586
36 Br 0.893 -2.754 -3.522
37 H -3.725 -2.973 -0.307
38 C -3.465 -0.404 1.987
39 C 4.501 -1.374 3.520
40 H -4.981 -2.303 0.751
41 H 3.028 3.320 -0.909
42 H -2.292 -3.645 1.748
43 H -2.407 3.794 -1.425
44 H -3.668 3.113 -0.252
45 C 3.394 2.301 -0.956

Calculated values
Multiplicity: 2
Charge: -2
Expectation value of S²: 1.161
Orbital gap (alpha / beta), eV: 3.84 / 3.94

(5)
ORCA calculation (ωB97M-V/def2-TZVPD) on a molecular structure, C16H18N2O2Pt.

Positions of all 39 atoms, in Å:
1 C -1.255 3.337 -2.220
2 O 0.051 -2.108 -0.978
3 C -2.004 1.895 1.684
4 Pt 1.152 -0.325 -0.221
5 C 0.432 -3.198 -0.113
6 H 1.298 1.239 -2.910
7 C -1.545 2.879 -0.920
8 C -2.171 1.368 2.980
9 C -2.795 2.972 1.154
10 C -0.241 2.757 -2.940
11 C 1.919 -3.214 0.088
12 H -0.364 -3.281 -2.631
13 H -1.832 4.152 -2.640
14 H -3.169 4.256 -0.487
15 H 4.314 -1.987 0.151
16 H 3.822 -0.813 1.404
17 C 3.671 -1.813 1.013
18 N 0.221 1.259 -1.153
19 H 2.469 -3.384 -0.841
20 H -3.568 3.403 1.777
21 N -0.225 0.316 1.332
22 H 0.011 3.096 -3.935
23 C -1.364 0.347 3.414
24 C -0.388 -0.164 2.552
25 C -1.010 1.330 0.892
26 C 0.200 -2.382 -2.390
27 O 2.279 -1.919 0.617
28 H 0.271 -0.966 2.860
29 C -0.776 1.830 -0.426
30 H 2.192 -3.987 0.808
31 C 0.486 1.710 -2.373
32 H 3.864 -2.551 1.788
33 H -0.225 -1.535 -2.919
34 H 1.247 -2.514 -2.664
35 H -1.466 -0.069 4.406
36 H -0.077 -3.014 0.832
37 H 0.083 -4.143 -0.527
38 H -2.935 1.779 3.629
39 C -2.575 3.442 -0.091

Calculated values
Multiplicity: 3
Charge: +2
Expectation value of S²: 2.005
Orbital gap (alpha / beta), eV: 8.53 / 6.89

(6)
ORCA calculation (ωB97M-V/def2-TZVPD) on a single C16H18N2O3S molecule.

Positions of all 40 atoms, in Å:
1 H 1.382 3.043 1.030
2 H -1.330 -2.625 -1.827
3 H -2.723 -3.033 0.855
4 H -2.481 -0.597 -0.890
5 O 1.786 0.697 -2.092
6 N 1.176 -0.441 1.426
7 N 0.439 -2.302 0.245
8 H 1.913 0.216 1.656
9 H 4.723 1.411 -0.269
10 O -0.199 0.837 2.686
11 C -2.239 -2.716 -1.231
12 C 0.457 2.819 0.524
13 C -1.111 -1.047 1.545
14 C 4.069 -0.518 0.433
15 C -0.092 -0.129 1.961
16 C 0.455 1.957 -0.570
17 H -1.403 -4.052 0.231
18 C 1.376 -1.488 0.601
19 H -2.848 2.012 -1.298
20 C -1.842 -3.054 0.213
21 C -3.044 -1.426 -1.312
22 C 3.903 0.711 -0.455
23 S 2.958 -1.904 -0.028
24 H -2.109 -0.877 1.914
25 H 3.897 0.415 -1.510
26 C -0.739 1.674 -1.231
27 H -3.281 -1.191 -2.347
28 H 5.066 -0.931 0.289
29 C -0.818 -2.086 0.713
30 H -2.842 3.518 0.654
31 H -0.730 4.039 1.810
32 C -1.916 3.086 0.305
33 H 3.939 -0.276 1.488
34 H -2.830 -3.540 -1.635
35 H -0.716 1.005 -2.079
36 O 2.700 1.401 -0.159
37 C 1.681 1.293 -1.051
38 C -0.729 3.381 0.956
39 C -1.921 2.237 -0.791
40 H -3.978 -1.523 -0.761

Calculated values
SMILES: CCCc1cc(=O)[nH]c(SCCOC(=O)c2ccccc2)n1
Charge: 0
Orbital gap, eV: 9.00

(7)
ORCA calculation (ωB97M-V/def2-TZVPD) on a single C16H18N2O3S2 molecule.

Positions of all 41 atoms, in Å:
1 C 3.735 2.638 2.972
2 H -2.803 2.626 -3.508
3 H -4.784 2.251 -2.073
4 H -4.802 0.387 -0.471
5 O -0.768 -2.291 -1.852
6 C -2.855 -0.320 -1.002
7 C 1.705 1.153 1.792
8 O -0.511 -0.906 0.703
9 H 4.525 3.219 3.425
10 C 3.907 2.127 1.699
11 C -3.942 0.548 -1.105
12 C 2.894 1.376 1.115
13 H 0.628 1.471 3.601
14 C -3.929 1.595 -2.004
15 C 1.551 1.657 3.073
16 H -0.492 -3.733 1.356
17 H 4.820 2.302 1.151
18 H 2.430 2.790 4.663
19 C -1.738 0.953 -2.711
20 C 2.548 -0.940 -0.496
21 H 1.557 -2.322 -1.827
22 O -2.233 -1.584 2.304
23 C -1.317 -3.453 0.713
24 S -1.658 -1.716 0.996
25 C -0.603 -1.081 -1.826
26 H -1.063 -3.565 -0.334
27 H 0.899 0.593 1.343
28 N 0.613 -0.505 -1.925
29 C 1.833 -1.264 -1.801
30 C 2.560 2.398 3.665
31 C -2.820 1.806 -2.807
32 H 0.698 0.483 -1.736
33 H -0.884 1.095 -3.357
34 H 3.412 -1.589 -0.357
35 C -1.741 -0.119 -1.822
36 H -3.776 -1.428 0.410
37 H 1.861 -1.036 0.341
38 N -2.899 -1.368 -0.085
39 H 2.487 -1.040 -2.652
40 S 3.166 0.790 -0.543
41 H -2.212 -3.998 0.975

Calculated values
SMILES: CS(=O)(=O)Nc1ccccc1C(=O)NCCSc1ccccc1
Charge: 0
Orbital gap, eV: 8.89

(8)
ORCA calculation (ωB97M-V/def2-TZVPD) on a molecular structure, C16H18N5OReS2.

Positions of all 43 atoms, in Å:
1 H -1.190 -2.578 2.743
2 H -1.951 -0.836 -2.323
3 H 1.379 -1.536 -3.797
4 C -2.291 -3.577 0.333
5 H 0.789 3.097 0.270
6 C 2.841 0.566 0.704
7 H 2.770 4.374 0.944
8 S -1.184 1.606 1.477
9 H -3.478 -4.661 -1.106
10 C 2.195 -0.945 -3.381
11 C 3.983 1.223 1.113
12 C 2.009 -0.819 -1.916
13 H 4.882 0.655 1.317
14 N -0.251 -0.281 3.123
15 H -1.022 0.223 5.928
16 Re -0.179 0.152 0.149
17 H 4.860 3.134 1.574
18 H -2.371 -4.324 1.112
19 O 0.855 -0.462 -1.470
20 H 3.866 -1.386 -1.464
21 C -2.070 -1.620 -1.586
22 H 3.745 -1.381 0.829
23 C -1.496 1.173 5.702
24 C -0.612 0.947 3.098
25 C 2.821 3.295 0.904
26 H 1.999 -1.448 0.742
27 H -1.442 1.825 6.572
28 C -1.590 -2.411 0.546
29 C 2.876 -0.907 0.378
30 C 3.975 2.607 1.240
31 N 2.983 -1.074 -1.078
32 N 1.684 1.232 0.460
33 S -0.557 2.070 4.420
34 H 2.139 0.052 -3.824
35 C -2.914 -3.758 -0.910
36 N -0.452 -0.860 1.866
37 H -2.531 1.067 5.391
38 C 1.703 2.581 0.525
39 C -2.811 -2.768 -1.866
40 N -1.476 -1.439 -0.409
41 H 3.148 -1.399 -3.641
42 H -3.297 -2.861 -2.827
43 C -1.034 -2.018 1.826

Calculated values
Multiplicity: 2
Charge: +3
Expectation value of S²: 0.781
Orbital gap (alpha / beta), eV: 5.36 / 5.49

(9)
ORCA calculation (ωB97M-V/def2-TZVPD) on a single C16H18O4 molecule.

Positions of all 38 atoms, in Å:
1 H -0.249 4.709 2.285
2 C 3.482 -1.510 -0.725
3 O -0.340 -0.362 1.115
4 H -1.605 2.129 0.293
5 C -2.503 -0.642 -1.435
6 H 1.432 -2.082 -1.231
7 C 0.462 2.777 1.363
8 C 1.027 1.519 0.824
9 C 2.160 -2.248 -0.434
10 H 2.121 0.515 -1.484
11 H 3.492 1.571 -1.317
12 O 2.131 1.894 0.092
13 O 0.371 -0.870 3.191
14 H 3.604 -1.362 -1.802
15 H 1.734 -1.908 0.508
16 C -0.032 0.628 0.120
17 H -5.355 -0.471 1.148
18 C -3.541 -1.560 -1.500
19 H 4.669 0.129 -0.088
20 C 2.803 0.949 -0.748
21 O 1.387 0.726 1.970
22 C -3.510 0.390 0.479
23 H -3.491 1.150 1.252
24 H 3.371 -0.211 1.023
25 C -4.563 -1.496 -0.565
26 H -5.372 -2.214 -0.605
27 C 3.613 -0.149 -0.035
28 C -1.318 1.313 -0.364
29 H 2.319 -3.323 -0.375
30 H -1.158 1.695 -1.374
31 H -3.539 -2.318 -2.272
32 C 0.012 3.790 1.813
33 C -4.556 -0.521 0.420
34 H -1.692 -0.664 -2.158
35 H 4.313 -2.144 -0.413
36 H 0.348 0.063 -0.730
37 C 0.448 -0.225 2.199
38 C -2.475 0.333 -0.444

Calculated values
SMILES: C#C[C@@]1(OCCCC)OC(=O)O[C@H]1Cc1ccccc1
Charge: 0
Orbital gap, eV: 10.01

(10)
ORCA calculation (ωB97M-V/def2-TZVPD) on a molecular structure, C16H19B2F4MgN5O7SSe in a non-equilibrium geometry.

Positions of all 56 atoms, in Å:
1 H 13.681 -5.846 12.810
2 H 14.401 -7.422 12.627
3 H 14.206 -10.636 4.449
4 H 8.736 -7.688 7.679
5 O 14.399 -4.162 7.767
6 O 12.918 -5.477 6.074
7 C 14.628 -3.752 10.478
8 N 9.861 -4.462 11.808
9 C 14.431 -5.154 9.910
10 H 9.025 -7.235 9.363
11 C 12.803 -8.761 0.387
12 N 14.347 -5.337 8.604
13 C 10.575 -3.653 12.314
14 H 9.155 -5.555 7.290
15 N 14.153 -7.492 10.065
16 H 15.440 -5.911 12.518
17 N 11.923 -8.161 8.674
18 C 14.437 -6.385 12.276
19 H 15.406 -3.909 11.229
20 Mg 13.985 -7.381 8.029
21 F 13.384 -3.299 5.743
22 C 10.061 -5.633 6.621
23 B 13.264 -4.176 6.844
24 C 10.859 -7.519 8.195
25 H 11.743 -8.413 0.400
26 B 12.463 -9.075 10.753
27 H 14.907 -2.989 9.757
28 H 10.369 -4.575 6.578
29 O 14.505 -9.230 6.925
30 H 14.458 -6.393 3.972
31 C 13.525 -9.828 2.558
32 C 14.142 -7.372 3.603
33 H 12.765 -9.784 0.027
34 C 13.278 -8.673 1.789
35 O 16.553 -9.231 5.461
36 H 9.438 -8.883 8.807
37 O 11.666 -9.234 9.429
38 C 14.457 -8.522 4.326
39 C 9.426 -7.819 8.523
40 O 15.452 -7.110 6.466
41 C 11.158 -6.485 7.211
42 F 12.113 -3.901 7.715
43 H 9.801 -6.005 5.634
44 H 13.452 -8.119 -0.283
45 C 14.111 -9.779 3.821
46 H 13.238 -10.819 2.141
47 H 13.712 -3.339 10.976
48 O 13.788 -8.534 10.755
49 S 15.333 -8.546 5.887
50 N 12.440 -6.479 6.864
51 H 13.211 -6.505 1.860
52 Se 11.775 -2.682 13.232
53 C 14.216 -6.340 10.758
54 C 13.502 -7.429 2.404
55 F 12.773 -10.407 11.017
56 F 11.736 -8.333 11.672

Calculated values
Charge: 0
Orbital gap (alpha / beta), eV: 4.07 / 5.11

(11)
ORCA calculation (ωB97M-V/def2-TZVPD) on a molecular structure, C16H19BN6ReSe in a non-equilibrium geometry.

Positions of all 44 atoms, in Å:
1 H -3.394 2.448 -3.370
2 N -1.048 0.910 -1.628
3 H 0.307 -3.044 0.352
4 H 2.937 0.717 -4.339
5 C 0.364 -0.823 3.711
6 H -2.568 2.069 -0.734
7 H 4.578 2.040 -2.566
8 C -1.559 0.672 4.042
9 H -1.725 1.579 5.998
10 H 3.237 1.883 -0.168
11 H 1.394 1.417 1.909
12 H 1.596 2.950 1.122
13 N 0.298 -1.566 -1.192
14 H -2.454 1.087 3.638
15 N -0.747 0.551 -2.964
16 C 2.869 0.911 -3.291
17 C 2.980 1.487 -1.147
18 C 0.793 -0.551 5.011
19 C -2.554 1.853 -3.011
20 C -1.654 1.124 -3.787
21 C 0.065 0.345 5.831
22 H 1.712 -1.018 5.402
23 C 0.322 -2.827 -0.727
24 H 0.083 2.597 -0.283
25 H 0.461 -4.826 -1.716
26 Re 0.344 0.986 -0.043
27 N 1.822 0.817 -1.328
28 C -2.167 1.678 -1.677
29 C -0.768 -0.148 3.214
30 H 0.431 0.596 6.828
31 Se -1.264 -0.301 1.367
32 H -1.518 0.949 -4.857
33 N 0.399 -1.674 -2.560
34 C 0.398 -3.724 -1.791
35 C 3.654 1.568 -2.399
36 H 0.100 2.686 2.048
37 H 0.495 -3.248 -4.022
38 C 0.418 -2.963 -2.961
39 H 0.673 -0.518 -4.444
40 B 0.513 -0.285 -3.278
41 H 0.883 -1.513 3.081
42 C 0.884 2.253 1.484
43 N 1.752 0.394 -2.695
44 C -1.133 0.919 5.344

Calculated values
Multiplicity: 4
Charge: +2
Expectation value of S²: 3.785
Orbital gap (alpha / beta), eV: 6.40 / 4.22

(12)
ORCA calculation (ωB97M-V/def2-TZVPD) on a molecular structure, C16H19BN6STi in a non-equilibrium geometry.

Positions of all 44 atoms, in Å:
1 C -2.319 0.222 3.898
2 H -3.749 -1.793 -4.033
3 N -1.719 -0.395 -1.907
4 N 0.110 2.184 -2.591
5 S -1.608 0.937 1.348
6 N 1.266 -0.558 -1.270
7 C -2.048 -0.135 5.215
8 N -1.167 -0.018 -3.145
9 C -2.838 -1.165 -2.157
10 B 0.254 0.752 -3.232
11 H -0.523 -0.746 6.624
12 H 4.036 -1.991 -2.353
13 H 0.509 3.771 -4.007
14 C 0.194 3.469 -3.013
15 H 2.510 -1.816 -0.086
16 C 0.301 -0.385 4.664
17 C 3.094 -1.490 -2.226
18 H -0.258 -2.197 0.517
19 H -3.450 -1.620 -1.373
20 C 0.035 -0.028 3.339
21 C 2.433 -0.700 -3.173
22 H -2.862 -0.189 5.945
23 H 0.856 -2.801 1.898
24 H -1.616 -0.577 -5.177
25 C 2.339 -1.379 -1.047
26 H 0.461 0.859 -4.417
27 H 0.822 0.008 2.569
28 H -0.933 -3.197 1.883
29 C -0.040 -3.030 1.260
30 Ti -0.468 0.366 -0.653
31 C -0.323 3.508 -0.837
32 H -3.344 0.455 3.573
33 H 2.744 -0.413 -4.165
34 C -1.873 -0.619 -4.124
35 H 0.094 -3.985 0.717
36 C -0.737 -0.446 5.605
37 H 1.325 -0.628 4.958
38 N -0.170 2.196 -1.220
39 H -0.613 3.803 0.165
40 C -0.111 4.325 -1.944
41 N 1.334 -0.166 -2.604
42 C -2.957 -1.292 -3.540
43 C -1.272 0.344 2.937
44 H -0.145 5.400 -1.951

Calculated values
Charge: +4
Orbital gap (alpha / beta), eV: 3.38 / 3.43